Entry 1:
DFT (ωB97M-V/def2-TZVPD) results for a cluster of 2 separate species, C3H12N2O2 in total.

XYZ file:
```
19
Properties=species:S:1:pos:R:3:forces:R:3
C 0.81553 -0.81389 -1.08861 0.46 -0.05 0.38
H -1.24730 1.14610 0.45513 -0.07 0.19 0.10
N 0.97365 -1.16617 0.30842 -0.49 -0.34 -0.44
C 0.67755 -0.12934 1.28843 0.07 -0.49 0.13
H 1.86424 -1.60373 0.45865 0.16 0.04 0.07
H 1.24933 -1.58850 -1.70887 0.25 -0.40 0.03
C -0.74721 -0.17857 1.82016 -0.37 0.23 0.16
N -0.57330 -0.63180 -1.43033 0.20 1.24 0.18
H 1.31122 -0.34530 2.15393 0.11 0.29 -0.12
O -0.56421 2.34799 -1.26185 0.13 -0.13 -0.02
H -0.81982 -0.83062 -2.37677 -0.26 -0.37 -0.15
H 0.89807 0.87098 0.89196 0.10 0.09 0.16
H 1.40932 0.09374 -1.28659 -0.23 0.24 -0.21
H -0.53168 1.39192 -1.46111 -0.14 -0.07 -0.13
H 0.06023 2.75857 -1.86952 -0.07 0.00 0.12
H -0.76182 0.16520 2.85052 0.15 0.20 0.26
H -1.07026 -1.22518 1.85870 -0.05 0.10 -0.24
H -1.23753 -0.87204 -0.71567 -0.14 -0.31 -0.12
O -1.70601 0.61064 1.11340 0.20 -0.47 -0.17
```
Positions in Å, forces in eV/Å.

Spin multiplicity: 1
SMILES string: NCNCCO.O
Gap between HOMO and LUMO: 0.3629 hartree
Energy relative to the best compared isomer or geometry (same formula, charge and spin): 30.10 kcal per mole
HOMO energy: -9.1 eV

Here are the Mulliken charges for atoms 1 to 2, given in e: -0.417, 0.369

Entry 2:
DFT (ωB97M-V/def2-TZVPD) results for a cluster of 2 separate species, C3H12N2O2 in total.

XYZ file:
```
19
Properties=species:S:1:pos:R:3:forces:R:3
O -0.40222 2.34142 1.03270 0.43 0.72 0.23
C 0.37470 -1.48627 0.32175 -0.33 1.01 -0.65
H 0.99461 -1.52626 1.20962 -0.07 -0.84 0.22
H -0.88968 1.90513 0.30605 0.13 -0.08 0.38
C -1.75982 -0.42921 -0.26967 -0.09 -0.77 0.00
H -2.77905 -0.39573 0.10018 -0.29 0.19 0.13
H -1.74061 -1.10404 -1.12553 0.11 -0.15 -0.09
H 1.99300 -1.39962 -1.08990 -0.37 0.02 -0.11
N -0.90064 -0.89583 0.75131 0.41 0.55 0.08
N 2.13994 0.24600 0.07656 0.15 0.54 -0.21
H 1.72921 0.97729 0.63473 -0.06 -0.20 0.01
H -0.72991 -0.08924 1.34661 0.08 -0.26 0.35
H 0.08700 3.02528 0.56118 0.10 0.08 0.33
H 0.11986 -2.43589 -0.13005 0.20 -0.51 0.16
H -2.07292 1.20398 -1.27067 0.10 0.14 -0.07
C 1.28806 -0.68891 -0.63596 1.18 0.14 0.80
H 3.07760 -0.02215 0.29797 -0.06 -0.08 0.23
H 0.84079 -0.10559 -1.42226 -0.83 -0.31 -0.42
O -1.36992 0.87963 -0.69462 -0.78 -0.19 -1.37
```
Positions in Å, forces in eV/Å.

Spin multiplicity: 1
SMILES string: NCCNCO.O
Gap between HOMO and LUMO: 0.3268 hartree
Energy relative to the best compared isomer or geometry (same formula, charge and spin): 36.31 kcal per mole
HOMO energy: -8.3 eV

Here are the Mulliken charges for atoms 1 to 2, given in e: -0.701, -0.831

Entry 3:
DFT (ωB97M-V/def2-TZVPD) results for a cluster of 3 separate species, C3H12N2O2 in total.

XYZ file:
```
19
Properties=species:S:1:pos:R:3:forces:R:3
H -5.10406 2.11066 -3.44758 -0.16 -0.06 -0.33
H 1.95173 3.04022 1.39391 0.10 0.35 -0.11
H 0.38139 -2.27226 -0.45495 -0.32 0.26 -0.38
C 1.36499 -1.81933 -0.51932 0.17 -0.44 0.73
H 1.44474 -0.98567 -1.20835 -0.21 0.14 0.08
H 1.08765 0.42289 0.89047 0.17 0.80 0.56
H -5.28082 1.31926 -4.75937 -0.02 0.09 0.10
H 2.81432 -1.11347 0.96681 0.17 -0.06 -0.09
O 2.11841 2.67722 0.51990 -0.18 -0.68 0.06
H 2.02812 -2.60661 -0.84643 0.32 -0.16 -0.21
N 0.95306 -0.43364 1.43232 -0.98 -0.77 -1.85
C 1.80079 -1.50282 0.93731 0.65 0.18 0.07
C -0.34845 -0.68655 1.78894 1.10 -0.91 0.97
H 2.35417 3.40347 -0.06507 -0.03 0.08 0.14
O -5.60290 2.08886 -4.27660 0.17 -0.03 0.23
H -2.08986 0.19915 2.18470 -0.18 -0.66 -0.13
H -0.48212 -1.71180 2.10852 -0.39 -0.25 0.13
H 1.75994 -2.41377 1.53906 -0.29 0.31 0.14
N -1.15109 0.28418 1.81572 -0.08 1.80 -0.09
```
Positions in Å, forces in eV/Å.

Spin multiplicity: 2
Gap between HOMO and LUMO (alpha / beta): 0.3530 / 0.1817 hartree
Energy relative to the best compared isomer or geometry (same formula, charge and spin): 33.70 kcal per mole
Charge: +1
HOMO energy (alpha / beta): -13.2 / -13.2 eV

Here are the Mulliken charges for atoms 1 to 2, given in e: 0.309, 0.323

Entry 4:
DFT (ωB97M-V/def2-TZVPD) results for a cluster of 3 separate species, C3H12N2O3 in total.

XYZ file:
```
20
Properties=species:S:1:pos:R:3:forces:R:3
O 1.51285 -1.30000 -2.02155 0.04 -0.53 0.17
N -0.23989 -0.81598 1.43236 1.46 -0.22 1.91
H -2.94485 -0.76679 0.58401 1.18 0.08 0.25
O 0.52689 2.61544 -1.52167 -0.33 -1.67 -2.87
C -2.08246 -1.16321 -0.01437 -2.06 -0.45 0.45
H -0.12056 -0.88147 -0.68129 0.05 -0.02 0.28
H 1.62450 -0.63606 -1.33942 0.26 0.25 0.13
H 0.43269 2.09258 -2.48416 -0.22 2.75 4.02
O 1.15336 -0.48973 3.17464 -0.11 1.97 -3.91
H -2.47913 -0.91463 -1.00510 0.33 -0.96 -0.25
C -0.73538 -0.51760 0.14568 -0.94 1.59 -0.68
H -0.77920 0.64529 0.03083 -0.26 -1.96 0.07
H 1.47422 -0.83669 -2.85161 0.07 0.29 -0.43
H 2.13775 1.33283 1.81724 -0.30 -0.29 -0.45
C 0.82392 -0.11584 1.98121 -0.59 -2.88 3.68
H -0.13307 3.33370 -1.36782 0.52 -1.09 -1.03
H -0.53232 -1.66109 2.01884 0.56 1.97 -1.41
H -2.06193 -2.27069 0.28767 0.11 1.42 -1.11
H 0.94050 1.51584 0.60857 0.67 -1.38 0.81
N 1.48213 0.83410 1.20591 -0.42 1.11 0.37
```
Positions in Å, forces in eV/Å.

Spin multiplicity: 1
SMILES string: CCNC(N)=O.O.O
Gap between HOMO and LUMO: 0.3285 hartree
Energy relative to the best compared isomer or geometry (same formula, charge and spin): 34.39 kcal per mole
HOMO energy: -9.0 eV

Here are the Mulliken charges for atoms 1 to 2, given in e: -0.663, -0.099

Entry 5:
DFT (ωB97M-V/def2-TZVPD) results for a cluster of 3 separate species, C3H12N2O3 in total.

XYZ file:
```
20
Properties=species:S:1:pos:R:3:forces:R:3
H -2.43860 -0.75190 -0.74158 0.18 -0.51 0.25
N -0.59184 -0.64601 0.22359 -0.79 -0.45 -0.03
H 2.38378 0.57242 -1.13249 -0.06 -0.06 0.09
O 0.75234 -0.33679 2.71119 0.02 -0.26 0.36
C -0.61087 0.57171 0.99391 0.18 -0.17 0.53
H -1.06980 -1.71056 -1.40001 -0.20 0.00 -0.43
H 2.17840 -1.49082 0.90285 0.04 -0.90 0.09
H -0.97660 0.53817 3.23679 -0.15 -0.14 0.15
H 0.14621 1.30289 0.67884 -0.04 0.04 -0.10
O 1.68751 1.21188 -1.31294 0.12 0.18 -0.23
O 2.55299 -0.74216 0.44855 0.21 -0.10 0.04
H 0.95453 0.68815 -1.66642 -0.21 0.25 0.03
N -1.17573 0.36351 -1.93007 0.58 -0.80 -0.47
H -1.32957 0.01992 -2.87240 0.12 0.06 -0.04
H -1.88883 1.05656 -1.78822 -0.13 0.34 0.15
H -1.58431 1.05887 0.94826 -0.14 -0.13 -0.12
C -0.28715 0.20797 2.44542 0.32 0.68 -0.78
H 0.30454 -1.06912 0.11084 0.59 0.33 0.09
C -1.36344 -0.75643 -0.97737 -0.68 0.98 0.36
H 2.35645 -0.08826 1.12126 0.04 0.67 0.08
```
Positions in Å, forces in eV/Å.

Spin multiplicity: 1
SMILES string: NCNCC=O.O.O
Gap between HOMO and LUMO: 0.3601 hartree
Energy relative to the best compared isomer or geometry (same formula, charge and spin): 40.30 kcal per mole
HOMO energy: -9.1 eV

Here are the Mulliken charges for atoms 1 to 2, given in e: 0.337, -0.238

Entry 6:
DFT (ωB97M-V/def2-TZVPD) results for a cluster of 5 separate species, C3H12N2O4 in total.

XYZ file:
```
21
Properties=species:S:1:pos:R:3:forces:R:3
N 1.06069 -2.59972 0.00038 -2.48 -0.24 -0.73
H -2.60774 1.32770 -1.87516 -4.56 0.91 -1.83
C -0.14458 -2.33583 0.55170 4.60 1.34 2.66
H 1.77645 -0.34348 2.29364 0.07 0.23 0.70
H -2.34128 -0.14903 -1.28856 0.13 -2.16 2.00
C 1.35977 -1.13553 1.72248 0.13 -2.37 -2.35
H -1.25445 1.00831 -2.25944 0.40 0.51 0.87
H -0.46353 3.49642 0.79111 0.45 -0.57 -0.75
H 0.53537 3.12338 -0.47428 -0.68 -0.01 1.24
H 2.24974 1.71421 -1.49694 -0.97 -0.64 1.00
N 0.02618 -1.50570 1.69450 0.51 -0.40 -0.65
H -1.09381 -2.62424 0.32765 -1.95 -1.52 -0.87
H -2.20670 -1.41210 -0.14631 -0.65 1.64 -1.78
H 3.01580 -1.60129 0.40052 -0.93 -1.08 -0.31
O 0.21784 3.80597 0.17670 0.26 0.53 -0.36
O -2.71026 -1.03539 -0.92450 0.14 -0.27 0.34
O -1.80046 1.30099 -1.49171 4.36 -0.32 0.38
H -0.56476 -1.49809 2.54609 0.26 0.29 -1.22
H 1.59093 0.88600 -0.16044 -0.22 1.79 -2.67
C 1.97213 -1.89098 0.65826 0.07 3.40 2.89
O 1.38268 1.46842 -1.04567 1.06 -1.04 1.45
```
Positions in Å, forces in eV/Å.

Spin multiplicity: 2
Gap between HOMO and LUMO (alpha / beta): 0.1080 / 0.3244 hartree
Charge: -1
HOMO energy (alpha / beta): 0.6 / -5.5 eV

Here are the Mulliken charges for atoms 1 to 2, given in e: -0.663, 0.361

Q: Number 4 is which compound?
A: C3H12N2O3

Q: Number 6 is which compound?
A: C3H12N2O4